1.
{"formula": "C32H38BrN4O6S2SbV", "method": "ωB97M-V/def2-TZVPD", "e_homo_ha": [-0.3117, -0.3119], "relative_energy_ev": 1.5117, "spin_multiplicity": 2, "orbital_gap_ev": [7.05, 7.71], "charge": 0, "symbols": ["V", "C", "C", "C", "C", "C", "C", "N", "Sb", "C", "C", "C", "C", "C", "C", "N", "C", "C", "C", "C", "C", "C", "N", "H", "H", "H", "H", "H", "H", "H", "H", "H", "H", "H", "H", "H", "H", "H", "H", "H", "H", "O", "S", "O", "O", "O", "C", "C", "C", "C", "C", "C", "C", "Br", "C", "O", "C", "C", "C", "C", "C", "C", "H", "H", "H", "H", "H", "H", "H", "H", "H", "H", "H", "H", "H", "H", "H", "H", "H", "H", "H", "H", "O", "S", "N"], "coordinates": [[-1.551, -1.094, 0.347], [2.281, -2.442, 2.369], [1.410, -1.344, 2.914], [0.941, -1.407, 4.226], [0.221, -0.344, 4.727], [0.044, 0.772, 3.921], [0.539, 0.762, 2.622], [1.166, -0.307, 2.113], [0.425, 2.741, 1.747], [2.510, 2.909, 1.222], [3.210, 4.107, 1.239], [4.504, 4.116, 0.736], [5.041, 2.942, 0.240], [4.268, 1.784, 0.265], [4.769, 0.479, -0.286], [3.028, 1.776, 0.751], [-0.002, 2.906, -0.373], [-0.584, 4.118, -0.712], [-0.784, 4.431, -2.045], [-0.385, 3.518, -3.003], [0.194, 2.322, -2.585], [0.636, 1.295, -3.591], [0.379, 2.014, -1.298], [3.207, -2.481, 2.948], [1.803, -3.420, 2.446], [2.533, -2.253, 1.328], [1.146, -2.282, 4.831], [-0.179, -0.373, 5.733], [-0.483, 1.642, 4.293], [2.756, 5.004, 1.640], [5.085, 5.030, 0.732], [6.047, 2.918, -0.160], [4.291, -0.346, 0.240], [5.853, 0.391, -0.203], [4.504, 0.397, -1.343], [-0.885, 4.812, 0.064], [-1.239, 5.369, -2.336], [-0.515, 3.725, -4.057], [0.773, 1.739, -4.576], [1.572, 0.838, -3.275], [-0.111, 0.502, -3.680], [-2.704, -1.228, -1.198], [-3.984, -1.024, -0.349], [-5.082, -1.819, -0.746], [-4.280, 0.441, -0.330], [-3.368, -1.382, 1.010], [3.194, -5.554, -3.327], [3.464, -5.517, -1.816], [3.654, -6.951, -1.325], [4.759, -4.737, -1.548], [2.306, -4.814, -1.113], [2.000, -3.492, -1.446], [0.954, -2.889, -0.797], [0.520, -1.072, -1.177], [0.183, -3.492, 0.195], [-0.780, -2.752, 0.776], [0.476, -4.807, 0.551], [1.525, -5.425, -0.141], [-0.315, -5.635, 1.578], [-1.254, -6.566, 0.797], [-1.153, -4.804, 2.556], [0.637, -6.487, 2.430], [4.017, -6.051, -3.845], [3.095, -4.550, -3.742], [2.273, -6.099, -3.542], [4.497, -7.403, -1.851], [2.774, -7.566, -1.520], [3.872, -6.987, -0.256], [5.602, -5.225, -2.042], [4.967, -4.690, -0.478], [4.698, -3.714, -1.924], [2.560, -2.943, -2.191], [1.741, -6.452, 0.106], [-1.943, -5.988, 0.177], [-1.844, -7.171, 1.488], [-0.694, -7.237, 0.144], [-1.983, -4.300, 2.069], [-0.556, -4.047, 3.069], [-1.562, -5.479, 3.311], [1.236, -7.185, 1.847], [0.049, -7.079, 3.134], [1.319, -5.859, 3.009], [-3.373, 1.461, 2.069], [-2.865, 1.555, 0.724], [-1.594, 0.665, 0.542]], "lowdin_charge": [0.824, -0.014, -0.328, -0.031, -0.059, -0.149, -0.466, 0.075, 1.499, -0.448, -0.117, -0.073, -0.035, -0.332, -0.031, 0.082, -0.491, -0.155, -0.063, -0.027, -0.333, -0.069, 0.052, 0.091, 0.065, 0.068, 0.116, 0.110, 0.076, 0.090, 0.105, 0.109, 0.066, 0.075, 0.079, 0.080, 0.109, 0.110, 0.076, 0.056, 0.066, -0.387, 0.424, -0.204, -0.409, -0.367, -0.044, -0.559, -0.064, -0.044, -0.159, -0.065, -0.496, 1.060, -0.351, -0.241, -0.094, 0.032, -0.527, -0.033, -0.046, -0.050, 0.086, 0.078, 0.092, 0.087, 0.089, 0.088, 0.086, 0.091, 0.076, 0.111, 0.091, 0.094, 0.088, 0.085, 0.081, 0.078, 0.089, 0.072, 0.087, 0.087, -0.396, 0.887, -0.459]}

=====

2.
{"formula": "C32H38BrN8OTi", "method": "ωB97M-V/def2-TZVPD", "e_homo_ha": [-0.2806, -0.3740], "spin_multiplicity": 3, "orbital_gap_ev": [4.75, 7.25], "charge": 1, "symbols": ["Ti", "Br", "C", "C", "C", "C", "O", "C", "C", "N", "C", "C", "C", "C", "C", "C", "C", "C", "N", "C", "C", "H", "H", "H", "H", "H", "H", "H", "H", "H", "H", "C", "N", "C", "C", "N", "C", "C", "C", "C", "C", "C", "N", "C", "N", "C", "C", "N", "C", "C", "N", "C", "C", "H", "H", "H", "H", "H", "H", "H", "H", "H", "H", "H", "H", "H", "H", "H", "H", "H", "H", "H", "H", "H", "H", "H", "H", "H", "H", "H", "H"], "coordinates": [[0.596, 0.354, -0.501], [6.497, 3.997, 1.970], [5.171, 2.808, 1.314], [5.354, 1.435, 1.451], [4.390, 0.569, 0.973], [3.236, 1.055, 0.358], [2.337, 0.226, -0.158], [3.035, 2.456, 0.247], [1.830, 3.005, -0.294], [0.730, 2.304, -0.532], [-0.460, 2.938, -0.921], [-0.711, 4.314, -0.879], [-1.926, 4.810, -1.326], [-2.906, 3.967, -1.815], [-2.702, 2.578, -1.851], [-3.659, 1.656, -2.348], [-3.362, 0.300, -2.315], [-2.170, -0.140, -1.787], [-1.202, 0.703, -1.302], [-1.474, 2.058, -1.365], [4.040, 3.316, 0.723], [6.254, 1.050, 1.910], [4.515, -0.503, 1.055], [1.824, 4.078, -0.458], [0.028, 5.001, -0.493], [-2.099, 5.878, -1.300], [-3.844, 4.369, -2.175], [-4.598, 2.015, -2.747], [-4.072, -0.423, -2.693], [-1.963, -1.200, -1.736], [3.904, 4.388, 0.639], [-1.347, -3.942, -1.124], [-0.401, -3.496, -2.131], [-0.159, -4.460, -3.193], [0.239, -2.308, -2.048], [0.480, -1.682, -0.911], [0.676, -2.319, 0.330], [1.186, -3.609, 0.470], [1.442, -4.144, 1.721], [1.214, -3.388, 2.859], [0.731, -2.096, 2.738], [0.442, -1.552, 1.489], [0.010, -0.210, 1.337], [-0.787, 0.363, 2.237], [-1.811, -0.305, 2.813], [-2.199, -0.068, 4.192], [-2.427, -1.452, 2.170], [-0.662, 1.667, 2.572], [0.642, 2.272, 2.795], [-1.836, 2.532, 2.642], [0.607, -1.728, -3.223], [-0.273, -1.754, -4.387], [1.583, -0.654, -3.236], [-0.968, -4.809, -0.579], [-2.278, -4.225, -1.621], [-1.556, -3.149, -0.411], [0.098, -5.421, -2.741], [0.666, -4.142, -3.823], [-1.050, -4.609, -3.807], [1.416, -4.192, -0.414], [1.826, -5.152, 1.807], [1.423, -3.794, 3.839], [0.597, -1.483, 3.622], [-1.525, 0.650, 4.653], [-2.133, -1.008, 4.745], [-3.226, 0.298, 4.264], [-2.266, -1.392, 1.095], [-3.498, -1.426, 2.369], [-2.023, -2.398, 2.540], [1.427, 1.581, 2.502], [0.763, 2.499, 3.858], [0.750, 3.193, 2.228], [-2.543, 2.230, 3.415], [-2.349, 2.549, 1.679], [-1.507, 3.542, 2.873], [-1.175, -2.319, -4.174], [0.230, -2.192, -5.252], [-0.569, -0.733, -4.640], [2.367, -0.840, -2.509], [1.121, 0.330, -3.048], [2.039, -0.616, -4.224]], "lowdin_charge": [1.012, 0.751, -0.685, -0.102, 0.009, -0.299, -0.174, -0.150, -0.046, -0.033, -0.218, -0.037, -0.085, -0.036, -0.164, -0.030, -0.082, -0.153, -0.056, -0.161, -0.074, 0.108, 0.126, 0.125, 0.099, 0.108, 0.114, 0.110, 0.105, 0.080, 0.114, -0.031, -0.135, -0.033, -0.370, 0.034, -0.225, -0.027, -0.070, -0.072, -0.020, -0.227, 0.028, -0.355, -0.115, -0.035, -0.016, -0.122, -0.014, -0.006, -0.125, -0.036, -0.035, 0.097, 0.104, 0.078, 0.099, 0.095, 0.098, 0.120, 0.110, 0.109, 0.121, 0.098, 0.101, 0.096, 0.082, 0.103, 0.098, 0.088, 0.102, 0.087, 0.072, 0.100, 0.099, 0.087, 0.099, 0.101, 0.093, 0.087, 0.106]}

=====

3.
{"formula": "C32H38CrNP3", "method": "ωB97M-V/def2-TZVPD", "e_homo_ha": [-0.3134, -0.3722], "spin_multiplicity": 4, "orbital_gap_ev": [5.37, 7.06], "charge": 1, "symbols": ["C", "C", "C", "C", "C", "C", "C", "C", "C", "C", "C", "C", "C", "H", "H", "H", "H", "H", "H", "H", "N", "Cr", "C", "H", "H", "C", "H", "H", "P", "P", "C", "H", "H", "H", "C", "H", "H", "H", "C", "H", "H", "H", "C", "H", "H", "H", "H", "H", "C", "P", "C", "C", "C", "C", "C", "C", "C", "C", "C", "C", "C", "C", "H", "H", "H", "H", "H", "H", "H", "H", "H", "H", "H", "H", "H"], "coordinates": [[-1.362, 3.424, -3.393], [-1.163, 2.181, -2.801], [0.145, 1.766, -2.442], [1.238, 2.627, -2.730], [0.995, 3.907, -3.272], [-0.296, 4.296, -3.605], [2.580, 2.151, -2.484], [2.723, 0.718, -2.618], [1.586, -0.107, -2.407], [1.646, -1.481, -2.758], [2.844, -2.019, -3.215], [3.990, -1.230, -3.325], [3.935, 0.128, -3.040], [-2.378, 3.707, -3.679], [1.849, 4.558, -3.470], [-0.483, 5.273, -4.046], [3.390, 2.727, -2.954], [2.870, -3.078, -3.478], [4.917, -1.688, -3.658], [4.811, 0.764, -3.178], [0.408, 0.486, -1.943], [-0.609, -0.366, -0.481], [-2.361, 1.288, -2.540], [-2.316, 0.343, -3.112], [-3.292, 1.809, -2.805], [0.421, -2.384, -2.625], [-0.447, -2.000, -3.193], [0.642, -3.402, -2.979], [-2.483, 0.879, -0.763], [-0.067, -2.526, -0.870], [1.435, -3.125, -0.056], [1.316, -3.065, 1.029], [1.637, -4.163, -0.345], [2.287, -2.501, -0.343], [-1.279, -3.851, -0.753], [-0.926, -4.734, -1.303], [-1.431, -4.109, 0.302], [-2.229, -3.506, -1.180], [-2.354, 2.488, 0.075], [-3.338, 2.972, 0.082], [-2.001, 2.359, 1.105], [-1.636, 3.127, -0.451], [-4.199, 0.365, -0.569], [-4.492, 0.404, 0.486], [-4.835, 1.043, -1.156], [-4.313, -0.660, -0.946], [3.095, 2.935, -1.158], [3.248, 3.196, -0.438], [-2.606, -0.780, 2.311], [-0.855, -0.496, 1.872], [-0.376, 1.024, 2.776], [0.934, 1.533, 2.670], [1.305, 2.666, 3.397], [0.365, 3.332, 4.193], [-0.943, 2.849, 4.275], [-1.309, 1.695, 3.581], [-0.016, -1.839, 2.791], [-0.595, -3.124, 2.765], [0.058, -4.208, 3.345], [1.291, -4.023, 3.977], [1.844, -2.742, 4.060], [1.200, -1.656, 3.468], [-3.212, 0.122, 2.168], [-2.688, -1.095, 3.361], [-3.030, -1.566, 1.674], [1.675, 1.037, 2.038], [2.331, 3.035, 3.340], [0.655, 4.231, 4.735], [-1.693, 3.368, 4.875], [-2.327, 1.319, 3.684], [-1.568, -3.279, 2.296], [-0.399, -5.199, 3.295], [1.814, -4.878, 4.402], [2.787, -2.586, 4.586], [1.638, -0.664, 3.545]], "lowdin_charge": [-0.051, -0.242, -0.185, -0.166, -0.018, -0.074, -0.105, -0.149, -0.184, -0.234, -0.054, -0.071, -0.016, 0.116, 0.119, 0.108, 0.123, 0.117, 0.107, 0.119, -0.064, 0.195, -0.275, 0.102, 0.092, -0.274, 0.100, 0.095, 0.784, 0.778, -0.200, 0.017, 0.070, 0.060, -0.230, 0.064, 0.031, 0.052, -0.192, 0.066, 0.023, 0.061, -0.241, 0.038, 0.062, 0.056, 0.019, 0.092, -0.249, 0.914, -0.366, -0.106, -0.061, -0.060, -0.063, -0.102, -0.364, -0.133, -0.072, -0.066, -0.060, -0.075, 0.028, 0.075, 0.051, 0.111, 0.114, 0.113, 0.114, 0.095, 0.089, 0.115, 0.112, 0.115, 0.091]}